Formula: C44H60O4
Source: the OMol25 dataset
Level of theory: ωB97M-V/def2-TZVPD

Results
- structure (SMILES) = c1ccccc1.c1ccccc1.c1ccccc1.c1ccccc1.c1ccccc1.c1ccccc1.CCO.CCO.CCO.CCO
- F_max (eV/Å) = 3.33
- frontier orbital gap (Ha) = 0.3595
- LUMO energy (eV) = 0.56
- E_tot (eV) = -54788.287
- charge = 0
- highest occupied orbital energy (eV) = -9.22

Each atom is followed by the atoms it is bonded to, with distances in Å.
Positions of all 108 atoms, in Å:
1 C -2.223 -5.465 2.886  C2 1.358, C6 1.369, H7 1.081
2 C -1.122 -5.416 3.680  C1 1.358, C3 1.388, H8 1.073
3 C 0.012 -6.172 3.424  C2 1.388, C4 1.403, H9 1.098
4 C -0.018 -6.953 2.258  C3 1.403, C5 1.393, H10 1.082
5 C -1.154 -6.991 1.453  C4 1.393, C6 1.364, H11 1.053
6 C -2.236 -6.211 1.738  C1 1.369, C5 1.364, H12 1.097
7 H -3.134 -5.003 3.238  C1 1.081
8 H -1.158 -4.871 4.603  C2 1.073
9 H 0.880 -6.215 4.096  C3 1.098
10 H 0.767 -7.663 2.034  C4 1.082
11 H -1.164 -7.658 0.639  C5 1.053
12 H -3.110 -6.289 1.080  C6 1.097
13 C -2.646 -4.219 -4.596  C14 1.397, C18 1.384, H19 1.117
14 C -1.601 -4.598 -5.443  C13 1.397, C15 1.417, H20 1.077
15 C -0.574 -3.685 -5.787  C14 1.417, C16 1.363, H21 1.062
16 C -0.664 -2.431 -5.260  C15 1.363, C17 1.401, H22 1.056
17 C -1.708 -2.029 -4.417  C16 1.401, C18 1.347, H23 1.072
18 C -2.631 -2.942 -4.060  C13 1.384, C17 1.347, H24 1.139
19 H -3.443 -4.926 -4.262  C13 1.117
20 H -1.619 -5.533 -5.977  C14 1.077
21 H 0.108 -3.823 -6.589  C15 1.062
22 H 0.178 -1.806 -5.385  C16 1.056
23 H -1.696 -1.014 -4.070  C17 1.072
24 H -3.400 -2.710 -3.251  C18 1.139
25 C 3.125 1.163 -3.444  C26 1.394, C30 1.375, H31 1.099
26 C 2.500 0.077 -4.055  C25 1.394, C27 1.371, H32 1.106
27 C 2.122 0.085 -5.373  C26 1.371, C28 1.386, H33 1.043
28 C 2.437 1.242 -6.067  C27 1.386, C29 1.420, H34 1.079
29 C 3.133 2.345 -5.504  C28 1.420, C30 1.394, H35 1.113
30 C 3.459 2.294 -4.149  C25 1.375, C29 1.394, H36 1.104
31 H 3.342 1.205 -2.367  C25 1.099
32 H 2.191 -0.772 -3.417  C26 1.106
33 H 1.739 -0.767 -5.837  C27 1.043
34 H 2.182 1.297 -7.114  C28 1.079
35 H 3.512 3.152 -6.169  C29 1.113
36 H 3.942 3.160 -3.663  C30 1.104
37 C -3.487 2.528 -3.015  C38 1.398, C42 1.386, H43 1.083
38 C -3.428 2.819 -4.381  C37 1.398, C39 1.400, H44 1.108
39 C -2.330 2.425 -5.155  C38 1.400, C40 1.379, H45 1.058
40 C -1.306 1.689 -4.598  C39 1.379, C41 1.400, H46 1.067
41 C -1.398 1.306 -3.254  C40 1.400, C42 1.412, H47 1.123
42 C -2.483 1.748 -2.464  C37 1.386, C41 1.412, H48 1.086
43 H -4.323 2.893 -2.432  C37 1.083
44 H -4.237 3.402 -4.864  C38 1.108
45 H -2.277 2.671 -6.182  C39 1.058
46 H -0.378 1.447 -5.067  C40 1.067
47 H -0.514 0.777 -2.808  C41 1.123
48 H -2.521 1.411 -1.433  C42 1.086
49 C -1.408 -2.197 0.790  C50 1.387, C54 1.376, H55 1.108
50 C -0.156 -2.780 0.660  C49 1.387, C51 1.366, H56 1.100
51 C 0.855 -2.045 0.110  C50 1.366, C52 1.371, H57 1.071
52 C 0.651 -0.705 -0.094  C51 1.371, C53 1.352, H58 1.095
53 C -0.525 -0.066 0.098  C52 1.352, C54 1.404, H59 1.079
54 C -1.593 -0.855 0.553  C49 1.376, C53 1.404, H60 1.119
55 H -2.250 -2.777 1.218  C49 1.108
56 H 0.054 -3.805 0.999  C50 1.100
57 H 1.827 -2.470 -0.039  C51 1.071
58 H 1.472 -0.087 -0.471  C52 1.095
59 H -0.713 0.967 -0.149  C53 1.079
60 H -2.543 -0.325 0.818  C54 1.119
61 C 4.297 0.303 4.481  C62 1.372, C66 1.406, H67 1.094
62 C 4.525 0.273 3.129  C61 1.372, C63 1.341, H68 1.060
63 C 4.160 -0.785 2.392  C62 1.341, C64 1.379, H69 1.090
64 C 3.529 -1.856 2.988  C63 1.379, C65 1.418, H70 1.069
65 C 3.240 -1.816 4.376  C64 1.418, C66 1.399, H71 1.066
66 C 3.647 -0.737 5.168  C61 1.406, C65 1.399, H72 1.097
67 H 4.547 1.217 5.029  C61 1.094
68 H 4.984 1.077 2.612  C62 1.060
69 H 4.285 -0.786 1.309  C63 1.090
70 H 3.181 -2.730 2.479  C64 1.069
71 H 2.774 -2.669 4.815  C65 1.066
72 H 3.284 -0.614 6.196  C66 1.097
73 C -0.065 6.115 -0.948  C74 1.576, H76 1.082, H77 1.112, H78 1.079
74 C -0.863 4.770 -0.760  C73 1.576, O75 1.427, H79 1.085, H80 1.047
75 O -0.231 4.106 0.333  C74 1.427, H81 1.052
76 H 1.000 5.951 -0.845  C73 1.082
77 H -0.309 6.845 -0.146  C73 1.112
78 H -0.287 6.556 -1.908  C73 1.079
79 H -0.927 4.156 -1.652  C74 1.085
80 H -1.828 5.077 -0.495  C74 1.047
81 H -0.941 3.571 0.896  O75 1.052
82 C -0.084 -0.073 5.383  C83 1.545, H85 1.089, H86 1.092, H87 1.069
83 C -0.465 -0.674 4.012  C82 1.545, O84 1.463, H88 1.156, H89 1.120
84 O -0.603 -2.127 4.112  C83 1.463, H90 0.993
85 H 0.001 1.013 5.378  C82 1.089
86 H 0.888 -0.497 5.642  C82 1.092
87 H -0.848 -0.343 6.080  C82 1.069
88 H 0.424 -0.393 3.328  C83 1.156
89 H -1.439 -0.271 3.632  C83 1.120
90 H -0.552 -2.388 3.155  O84 0.993
91 C -2.675 4.781 2.788  C92 1.486, H94 1.109, H95 1.124, H96 1.138
92 C -2.762 3.300 2.866  C91 1.486, O93 1.458, H97 1.150, H98 1.073
93 O -2.137 2.733 1.676  C92 1.458, H99 1.005
94 H -3.251 5.260 3.606  C91 1.109
95 H -3.023 5.231 1.818  C91 1.124
96 H -1.605 5.159 2.869  C91 1.138
97 H -3.851 2.937 2.939  C92 1.150
98 H -2.261 2.918 3.734  C92 1.073
99 H -1.672 1.894 1.974  O93 1.005
100 C 1.620 1.923 2.483  C101 1.538, H103 1.114, H104 1.110, H105 1.056
101 C 2.310 3.298 2.501  C100 1.538, O102 1.409, H106 1.093, H107 1.053
102 O 1.517 4.459 2.606  C101 1.409, H108 0.985
103 H 0.837 1.868 1.692  C100 1.114
104 H 1.131 1.706 3.455  C100 1.110
105 H 2.308 1.184 2.176  C100 1.056
106 H 3.071 3.398 1.722  C101 1.093
107 H 2.904 3.312 3.371  C101 1.053
108 H 0.897 4.537 1.844  O102 0.985